Entry 1:
Below is a molecular structure, C13H26INO2P2Ru in a non-equilibrium geometry, with properties calculated with ωB97M-V/def2-TZVPD.

Calculated values
Net charge: +3
LUMO (alpha / beta), Ha: -0.3739 / -0.4914
ΔE to the lowest compared entry with this formula, charge and spin, eV: 0.000
Orbital gap (alpha / beta), Ha: 0.27642 / 0.21403
Spin multiplicity: 6
Electronic energy, Ha: -1790.24844

Each line ends with the Mulliken charge.
Atoms and positions in Å:
C (-0.363884, -0.186896, -5.416030)  -0.8913
I (-0.222270, -0.668074, -3.175526)  0.5496
H (0.658909, -0.006691, -5.747099)  0.3657
H (-1.010987, 0.691628, -5.472281)  0.3615
H (-0.798122, -1.076870, -5.877920)  0.3969
Ru (-0.593338, -0.207915, -0.687523)  -0.2049
P (-0.097057, 2.019100, -0.681811)  1.2486
C (-1.687886, 2.855814, -1.012892)  -1.3633
C (0.554479, 2.958049, 0.758690)  -1.1884
H (0.666143, 4.022460, 0.501906)  0.4823
H (1.116580, 3.616332, -2.088580)  0.4486
H (1.533790, 2.564826, 1.056955)  0.3694
H (2.043696, 2.123061, -1.773044)  0.3612
H (-2.390174, 2.595622, -0.208751)  0.3742
H (-0.129515, 2.875327, 1.612117)  0.3348
C (1.052066, 2.522650, -2.013792)  -1.2920
H (-1.558037, 3.945336, -1.049888)  0.4309
H (0.729927, 2.094427, -2.968811)  0.3516
H (-2.079245, 2.485845, -1.967714)  0.3702
P (-0.066060, -2.407253, -0.345868)  1.1470
C (-1.629931, -3.334363, -0.539195)  -1.2839
C (1.122000, -3.165585, -1.525728)  -1.2184
H (1.501682, -2.470098, 1.497243)  0.3663
H (0.770149, -4.080294, 1.240884)  0.4817
H (-0.162749, -2.790141, 2.049934)  0.3505
C (0.571345, -3.000125, 1.264598)  -1.2087
H (2.109028, -2.717456, -1.362319)  0.3916
H (1.195800, -4.252060, -1.388734)  0.4397
H (-1.445351, -4.409732, -0.420801)  0.4486
H (-2.052372, -3.132157, -1.530212)  0.3314
H (0.816830, -2.943822, -2.559447)  0.3757
H (-2.338838, -2.998329, 0.230529)  0.3694
C (-2.424748, -0.228894, -0.796681)  0.2994
O (-3.591404, -0.255969, -0.764537)  -0.1873
O (-1.048047, -0.097412, 1.512956)  -0.4699
N (-0.163302, 0.189058, 2.493105)  0.7720
C (-0.658998, 0.612401, 3.698227)  -0.1120
C (0.222923, 1.030431, 4.674760)  -0.6922
C (1.605062, 0.982289, 4.448354)  -0.1846
C (2.077043, 0.511873, 3.219525)  -1.1665
C (1.170719, 0.117172, 2.247691)  -0.3455
H (-1.736838, 0.634698, 3.802728)  0.4629
H (-0.168424, 1.415978, 5.615983)  0.4819
H (2.292168, 1.332455, 5.220978)  0.4703
H (3.129545, 0.453835, 2.975410)  0.4897
H (1.477685, -0.220528, 1.252614)  0.6852

Atoms 1-2, force components in eV/Å:
C -0.2 0.0 -0.4
I -0.2 0.6 -2.5

***

Entry 2:
Below is 2 unconnected molecules or ions with the total composition C4H12 in a non-equilibrium geometry, with properties calculated with ωB97M-V/def2-TZVPD.

Calculated values
LUMO, Ha: 0.0426
SMILES: CC.CC
ΔE to the lowest compared entry with this formula, charge and spin, eV: 0.313
Orbital gap, Ha: 0.46384
Electronic energy, Ha: -159.57346

Each line ends with the Mulliken charge.
Atoms and positions in Å:
C (-0.653016, 2.811497, -1.159890)  -0.9888
C (-0.755464, 1.319488, -0.883205)  -0.6513
H (-1.345982, 3.420544, -0.573832)  0.2964
H (0.250683, 3.244277, -0.703367)  0.2962
H (-0.699475, 3.108549, -2.196502)  0.2974
H (-1.572517, 0.888107, -1.462553)  0.2943
H (-0.924164, 1.180191, 0.184880)  0.2221
H (0.126658, 0.729138, -1.128897)  0.2293
C (0.226846, -2.623898, 0.767125)  -0.8532
C (1.155876, -1.512971, 1.273170)  -0.7501
H (-0.035359, -2.554268, -0.286183)  0.2668
H (0.722798, -3.602423, 0.778725)  0.3122
H (-0.665040, -2.685175, 1.384609)  0.2592
H (1.892689, -1.834960, 2.006087)  0.3417
H (0.577898, -0.732829, 1.765096)  0.2124
H (1.731181, -1.167341, 0.412517)  0.2155

Atoms 1-2, force components in eV/Å:
C 0.9 0.8 1.2
C -0.3 0.1 0.0